Record 1
The following is a quantum chemistry calculation of a 2-piece molecular cluster, CH4IPS overall, from OMol25.

Last column: Mulliken charge in e.
Element x y z (Å)
I 2.589 -0.562 -0.118  0.0286
S 2.151 1.778 -0.070  -0.2146
P -0.925 -0.198 1.047  -0.0518
C -1.107 -0.398 -0.578  -0.4755
H 0.890 1.680 0.269  0.1339
H -1.362 -1.339 -0.900  0.2675
H -0.858 0.430 -1.233  0.3084
H -1.378 -1.390 1.583  0.0035

Computed properties:
**Lowest unoccupied orbital energy (spin up / spin down)**: -0.02 / -2.94 eV
**Electronic energy**: -29322.391 eV
**Expectation value of S²**: 2.009
**HOMO-LUMO gap (spin up / spin down)**: 6.62 / 6.39 eV
**Spin multiplicity**: 3

Record 2
The following is a quantum chemistry calculation of CH4InN2O as an isolated structure, from OMol25.

Last column: Mulliken charge in e.
Element x y z (Å)
In 12.447 -1.216 -10.869  1.3644
O 10.159 0.190 -12.352  -0.2584
N 9.108 2.057 -13.339  -0.1002
N 8.525 1.301 -11.279  -0.0656
C 9.324 1.114 -12.349  0.6995
H 8.008 2.188 -11.179  0.3283
H 8.756 3.012 -13.169  0.3507
H 8.537 0.595 -10.528  0.3206
H 9.639 1.945 -14.221  0.3606

Computed properties:
**Lowest unoccupied orbital energy**: -20.94 eV
**Electronic energy**: -11262.823 eV
**Total charge**: +3
**HOMO-LUMO gap**: 3.65 eV
**Spin multiplicity**: 1

Record 3
The following is a quantum chemistry calculation of CH4InO as an isolated structure, from OMol25.

Last column: Mulliken charge in e.
Element x y z (Å)
In -4.556 -1.070 3.229  1.5231
O -0.321 0.395 -0.421  0.0487
C 1.044 0.049 -0.362  -0.1618
H 1.618 0.622 0.366  0.3915
H -0.497 0.754 -1.294  0.4883
H 1.194 -1.018 -0.200  0.3781
H 1.519 0.268 -1.319  0.3320

Computed properties:
**Lowest unoccupied orbital energy**: -22.07 eV
**Electronic energy**: -8279.068 eV
**Total charge**: +3
**HOMO-LUMO gap**: 2.34 eV
**Spin multiplicity**: 1

Record 4
The following is a quantum chemistry calculation of one molecule with the formula CH4N2, from OMol25.

Last column: Mulliken charge in e.
Element x y z (Å)
N 0.600 -0.333 -1.053  -0.5060
N -0.975 0.254 0.679  -0.6501
C 0.334 0.026 0.113  0.0612
H -0.984 -0.347 1.497  0.2822
H -1.068 1.204 1.025  0.2678
H 1.346 -0.995 -1.214  0.2738
H 1.066 0.262 0.900  0.2711

Computed properties:
**Lowest unoccupied orbital energy**: 0.95 eV
**Electronic energy**: -4080.596 eV
**HOMO-LUMO gap**: 10.28 eV
**SMILES**: [H]/N=C/N
**Spin multiplicity**: 1

Record 5
The following is a quantum chemistry calculation of a 2-piece molecular cluster, CH4N2 overall, from OMol25.

Last column: Mulliken charge in e.
Element x y z (Å)
N -0.743 -0.030 -0.899  -0.4160
N -0.950 0.510 0.405  -0.0560
C -0.065 -0.375 0.512  -0.0212
H 2.034 -0.243 0.121  -0.1962
H -1.513 -0.748 -1.103  0.2146
H -1.401 1.378 0.612  0.2652
H 2.638 -0.494 0.352  0.2096

Computed properties:
**Lowest unoccupied orbital energy**: 1.05 eV
**Electronic energy**: -4076.256 eV
**HOMO-LUMO gap**: 11.03 eV
**Spin multiplicity**: 1

Record 6
The following is a quantum chemistry calculation of CH4N2O as an isolated structure, from OMol25.

Last column: Mulliken charge in e.
Element x y z (Å)
O 0.902 -0.137 0.194  -0.3669
N -0.516 -1.943 -0.038  -0.6015
N 0.482 1.524 0.173  -0.3865
C -0.197 -0.721 -0.280  0.2337
H -1.485 -2.173 -0.305  0.2440
H 1.369 1.921 -0.007  0.2682
H -0.754 0.140 -0.849  0.3040
H 0.199 1.389 1.110  0.3050

Computed properties:
**Lowest unoccupied orbital energy**: 0.01 eV
**Electronic energy**: -6126.176 eV
**HOMO-LUMO gap**: 9.95 eV
**Spin multiplicity**: 1

Q: Which of these has the highest electronic energy?
A: number 5

Q: Which value of electronic energy does entry 3 give?
A: -8279.068 eV

Q: What is the electronic energy in the fifth record?
A: -4076.256 eV

Q: Look up the spin multiplicity of the second one.
A: 1